Entry 1:
Entry from the OMol25 dataset: C38H35Cl2N8O4Sc as an isolated structure at a distorted geometry (wB97M-V/def2-TZVPD).

Values from the calculation:
* charge: 0
* HOMO: -7.15 eV
* E_tot: -105835.607 eV
* ΔE to the lowest compared entry with this formula, charge and spin: 230.7 kJ/mol

Element x y z (Å)
1 Sc 0.413 0.392 -0.208
2 C -0.016 -2.927 0.068
3 N 0.042 -1.783 0.959
4 C -0.965 -1.748 2.013
5 C -1.981 -0.692 1.708
6 N -1.770 0.271 0.861
7 C -2.894 1.086 0.927
8 C -3.159 2.294 0.290
9 C -4.365 2.906 0.563
10 C -5.283 2.345 1.464
11 C -5.016 1.164 2.129
12 C -3.801 0.554 1.844
13 N -3.186 -0.590 2.334
14 C -0.532 -2.597 -1.300
15 N -0.678 -1.421 -1.847
16 C -1.230 -1.672 -3.109
17 C -1.632 -0.803 -4.123
18 C -2.147 -1.348 -5.283
19 C -2.268 -2.733 -5.454
20 C -1.882 -3.611 -4.460
21 C -1.371 -3.050 -3.297
22 N -0.915 -3.615 -2.122
23 H 0.976 -3.375 -0.035
24 H -0.672 -3.710 0.470
25 H 0.985 -1.643 1.316
26 H -1.464 -2.715 2.139
27 H -0.487 -1.509 2.966
28 H -2.415 2.752 -0.348
29 H -4.601 3.853 0.097
30 H -6.213 2.862 1.659
31 H -5.713 0.750 2.846
32 H -3.534 -1.197 3.054
33 H -1.542 0.267 -4.011
34 H -2.467 -0.690 -6.079
35 H -2.675 -3.121 -6.378
36 H -1.976 -4.682 -4.581
37 H -0.876 -4.594 -1.902
38 C 2.588 1.117 -3.995
39 C 1.586 0.723 -2.943
40 O 1.814 -0.175 -2.153
41 N 0.391 1.411 -2.943
42 C 0.360 2.821 -3.278
43 C 0.983 3.667 -2.186
44 C 1.272 5.006 -2.418
45 C 1.870 5.736 -1.406
46 C 2.168 5.099 -0.211
47 C 1.831 3.764 -0.068
48 N 1.235 3.060 -1.030
49 H 3.256 0.271 -4.133
50 H 3.179 1.962 -3.635
51 H 2.127 1.387 -4.943
52 H -0.293 1.142 -2.248
53 H -0.671 3.121 -3.471
54 H 0.904 2.977 -4.208
55 H 1.037 5.454 -3.376
56 H 2.105 6.783 -1.546
57 H 2.644 5.620 0.608
58 H 2.030 3.227 0.847
59 O 1.889 0.015 0.606
60 Cl 3.554 -1.996 2.198
61 C 4.199 -0.407 1.856
62 C 4.867 -0.231 0.667
63 C 5.373 1.017 0.344
64 C 5.188 2.061 1.230
65 C 4.508 1.869 2.421
66 Cl 4.364 3.247 3.480
67 C 3.979 0.626 2.785
68 N 3.360 0.338 3.983
69 C 2.628 1.220 4.854
70 C 3.246 1.547 6.059
71 C 2.604 2.327 7.000
72 C 1.315 2.774 6.736
73 C 0.693 2.433 5.549
74 C 1.331 1.655 4.578
75 C 0.592 1.268 3.326
76 C 0.002 2.419 2.469
77 O -0.515 3.386 3.027
78 O -0.022 2.190 1.218
79 H 4.967 -1.069 -0.008
80 H 5.899 1.173 -0.587
81 H 5.578 3.047 1.015
82 H 2.975 -0.595 3.989
83 H 4.251 1.182 6.225
84 H 3.101 2.583 7.927
85 H 0.789 3.384 7.461
86 H -0.304 2.789 5.333
87 H -0.291 0.686 3.627
88 H 1.195 0.634 2.673

Entry 2:
Entry from the OMol25 dataset: C38H36BaF6N3O7PS3 as an isolated structure (wB97M-V/def2-TZVPD).

Values from the calculation:
* charge: -2
* HOMO: -1.46 eV
* E_tot: -117592.331 eV
* ΔE to the lowest compared entry with this formula, charge and spin: 0.0 kJ/mol

Element x y z (Å)
1 Ba 1.160 -0.052 -0.180
2 C -5.088 -2.597 1.376
3 C -4.910 -1.102 1.343
4 C -5.984 -0.304 1.733
5 C -5.902 1.081 1.746
6 C -4.723 1.697 1.363
7 C -3.648 0.916 0.962
8 C -3.715 -0.477 0.948
9 P -2.170 -1.296 0.346
10 C -2.841 -2.566 -0.803
11 C -2.725 -3.923 -0.520
12 C -3.185 -4.882 -1.409
13 C -3.769 -4.485 -2.602
14 C -3.866 -3.134 -2.902
15 C -3.395 -2.160 -2.026
16 C -3.470 -0.708 -2.410
17 C -1.547 -2.200 1.783
18 C -2.103 -2.079 3.055
19 C -1.469 -2.554 4.193
20 C -0.217 -3.174 4.035
21 C 0.365 -3.309 2.803
22 C -0.257 -2.832 1.597
23 C 0.383 -2.926 0.365
24 H -5.915 -2.859 2.038
25 H -4.189 -3.099 1.727
26 H -5.308 -2.989 0.380
27 H -6.905 -0.787 2.043
28 H -6.756 1.671 2.057
29 H -4.636 2.777 1.368
30 H -2.728 1.385 0.633
31 H -2.265 -4.225 0.415
32 H -3.078 -5.934 -1.172
33 H -4.129 -5.223 -3.309
34 H -4.297 -2.822 -3.847
35 H -3.864 -0.600 -3.421
36 H -2.468 -0.269 -2.384
37 H -4.108 -0.140 -1.729
38 H -3.052 -1.564 3.166
39 H -1.918 -2.437 5.170
40 H 0.309 -3.547 4.908
41 H 1.340 -3.778 2.714
42 H -0.155 -2.838 -0.572
43 H 1.335 -3.445 0.310
44 N 0.942 -0.112 2.711
45 N 1.118 1.165 3.275
46 C 1.736 2.179 2.509
47 O 2.065 3.202 3.130
48 O 1.834 1.966 1.262
49 H 0.067 -0.511 3.037
50 H 1.693 -0.750 2.961
51 H 1.376 1.206 4.250
52 F 3.973 -3.232 -1.265
53 C 4.851 -2.824 -0.351
54 F 6.079 -2.938 -0.869
55 F 4.762 -3.626 0.704
56 S 4.478 -1.053 0.114
57 O 3.510 -1.167 1.175
58 O 3.973 -0.470 -1.103
59 N 5.852 -0.401 0.466
60 S 6.618 -0.639 1.831
61 O 6.244 -1.839 2.526
62 O 8.006 -0.336 1.646
63 C 6.013 0.744 2.898
64 F 6.266 1.922 2.334
65 F 4.711 0.651 3.139
66 F 6.663 0.694 4.073
67 C -0.814 3.723 1.507
68 C -0.303 3.163 0.209
69 O -0.731 2.109 -0.235
70 C 0.680 3.974 -0.566
71 C 1.580 4.818 0.083
72 C 2.490 5.550 -0.661
73 C 2.496 5.451 -2.048
74 C 1.608 4.604 -2.693
75 C 0.706 3.855 -1.950
76 H -1.557 3.049 1.927
77 H -1.245 4.712 1.336
78 H 0.009 3.837 2.217
79 H 1.624 4.833 1.165
80 H 3.214 6.176 -0.156
81 H 3.215 6.019 -2.626
82 H 1.630 4.496 -3.768
83 H 0.029 3.166 -2.441
84 S 0.275 -0.951 -3.089
85 C 0.980 0.376 -3.989
86 C 2.367 0.612 -4.001
87 C 2.925 1.616 -4.778
88 C 2.125 2.430 -5.571
89 C 0.750 2.230 -5.556
90 C 0.188 1.230 -4.776
91 H 3.006 -0.029 -3.406
92 H 3.999 1.761 -4.762
93 H 2.565 3.207 -6.186
94 H 0.104 2.860 -6.159
95 H -0.885 1.080 -4.773

Entry 3:
Entry from the OMol25 dataset: C38H36Br2NO2SSb2Ti as an isolated structure (wB97M-V/def2-TZVPD).

Values from the calculation:
* charge: +2
* spin multiplicity: 2
* HOMO (spin up / spin down): -13.31 / -13.38 eV
* E_tot: -232673.466 eV
* ΔE to the lowest compared entry with this formula, charge and spin: 0.0 kJ/mol

Element x y z (Å)
1 Ti -0.333 1.262 -0.340
2 Br -2.939 -0.944 -3.924
3 C -1.164 -0.357 -3.995
4 C -0.387 -0.623 -5.150
5 C 0.918 -0.239 -5.236
6 Br 1.909 -0.647 -6.780
7 C 1.540 0.448 -4.154
8 C 2.875 0.888 -4.112
9 C 3.349 1.522 -2.989
10 C 2.503 1.700 -1.893
11 N 1.240 1.302 -1.896
12 C 0.753 0.695 -3.014
13 C -0.604 0.299 -2.936
14 O -1.241 0.598 -1.789
15 H -0.857 -1.150 -5.969
16 H 3.518 0.719 -4.965
17 H 4.369 1.871 -2.926
18 H 2.866 2.175 -0.988
19 C 1.195 1.442 2.219
20 C 1.483 0.035 2.772
21 C 2.252 -0.854 1.791
22 Sb 0.912 -1.259 0.188
23 C -0.201 -2.947 0.760
24 C 0.214 -3.843 1.738
25 C -0.557 -4.961 2.027
26 C -1.740 -5.189 1.338
27 C -2.165 -4.292 0.366
28 C -1.402 -3.169 0.084
29 C 2.067 -1.981 -1.424
30 C 1.420 -2.681 -2.442
31 C 2.124 -3.108 -3.557
32 C 3.484 -2.839 -3.665
33 C 4.136 -2.150 -2.652
34 C 3.428 -1.718 -1.537
35 Sb -0.677 2.436 2.853
36 C -1.066 1.138 4.481
37 C -0.117 1.103 5.504
38 C -0.338 0.352 6.649
39 C -1.521 -0.361 6.791
40 C -2.483 -0.310 5.793
41 C -2.259 0.440 4.645
42 C -2.023 1.493 1.404
43 C -2.295 0.114 1.355
44 C -3.351 -0.387 0.604
45 C -4.161 0.481 -0.116
46 C -3.921 1.849 -0.081
47 C -2.863 2.346 0.667
48 H 1.330 1.443 1.119
49 H 1.978 2.147 2.513
50 H 0.552 -0.462 3.062
51 H 2.047 0.133 3.700
52 H 2.579 -1.785 2.252
53 H 3.141 -0.349 1.408
54 H 1.136 -3.690 2.285
55 H -0.230 -5.659 2.786
56 H -2.333 -6.066 1.562
57 H -3.089 -4.471 -0.168
58 H -1.753 -2.461 -0.664
59 H 0.362 -2.914 -2.371
60 H 1.619 -3.657 -4.341
61 H 4.036 -3.179 -4.531
62 H 5.198 -1.958 -2.722
63 H 3.960 -1.188 -0.753
64 H 0.805 1.670 5.428
65 H 0.405 0.332 7.434
66 H -1.701 -0.941 7.686
67 H -3.414 -0.847 5.909
68 H -3.034 0.478 3.889
69 H -1.713 -0.575 1.959
70 H -3.533 -1.454 0.596
71 H -4.989 0.094 -0.695
72 H -4.563 2.529 -0.626
73 H -2.700 3.417 0.715
74 C -0.127 5.811 -0.322
75 S 0.430 4.329 -1.143
76 C -0.737 4.272 -2.494
77 O -0.042 3.211 -0.181
78 H 0.110 6.654 -0.972
79 H 0.434 5.900 0.606
80 H -1.196 5.754 -0.128
81 H -0.548 5.133 -3.136
82 H -1.754 4.289 -2.105
83 H -0.551 3.356 -3.054

Entry 4:
Entry from the OMol25 dataset: C38H36I2N9O3Ti as an isolated structure at a distorted geometry (wB97M-V/def2-TZVPD).

Values from the calculation:
* charge: 0
* spin multiplicity: 2
* HOMO (spin up / spin down): -6.53 / -7.99 eV
* E_tot: -98865.828 eV
* ΔE to the lowest compared entry with this formula, charge and spin: 83.8 kJ/mol

Element x y z (Å)
1 Ti -0.290 0.118 0.168
2 C 0.377 0.987 4.003
3 C 1.773 0.759 3.506
4 C 2.830 1.337 4.198
5 C 4.141 1.134 3.811
6 C 4.410 0.331 2.717
7 C 3.384 -0.269 2.008
8 C 3.715 -1.150 0.836
9 C 2.045 -0.042 2.390
10 N 1.051 -0.631 1.585
11 C 0.938 -1.968 1.674
12 O 1.320 -2.686 2.592
13 C 0.417 -2.533 0.383
14 C 0.314 -3.876 0.050
15 C 0.130 -4.212 -1.285
16 C 0.072 -3.209 -2.253
17 C 0.151 -1.890 -1.843
18 N 0.324 -1.584 -0.557
19 C 0.042 -0.652 -2.693
20 O 0.021 -0.696 -3.918
21 N 0.013 0.441 -1.909
22 C -0.082 1.687 -2.572
23 C -1.306 2.136 -3.105
24 C -2.457 1.185 -3.261
25 C -1.411 3.436 -3.581
26 C -0.319 4.286 -3.577
27 C 0.912 3.800 -3.183
28 C 1.053 2.501 -2.715
29 C 2.439 1.964 -2.502
30 H 0.253 2.019 4.333
31 H 0.187 0.333 4.855
32 H -0.349 0.762 3.226
33 H 2.615 1.947 5.065
34 H 4.948 1.593 4.363
35 H 5.432 0.161 2.407
36 H 4.695 -0.896 0.433
37 H 2.967 -1.069 0.042
38 H 3.735 -2.191 1.162
39 H 0.392 -4.621 0.829
40 H 0.038 -5.249 -1.572
41 H -0.041 -3.433 -3.302
42 H -2.451 0.417 -2.488
43 H -2.341 0.670 -4.216
44 H -3.413 1.709 -3.275
45 H -2.356 3.776 -3.981
46 H -0.420 5.301 -3.933
47 H 1.794 4.422 -3.266
48 H 2.989 2.548 -1.764
49 H 2.979 2.033 -3.447
50 H 2.410 0.917 -2.203
51 I -7.266 0.405 3.857
52 C -5.294 0.279 3.090
53 C -4.414 -0.652 3.616
54 C -3.160 -0.752 3.062
55 I -1.800 -2.218 3.726
56 C -2.725 0.040 1.973
57 O -1.508 -0.068 1.558
58 C -3.688 0.923 1.415
59 C -3.389 1.649 0.127
60 N -1.969 1.925 -0.017
61 C -1.532 2.917 0.952
62 C -0.032 2.930 1.041
63 C 0.615 3.979 1.662
64 C 2.003 3.988 1.756
65 C 2.688 2.932 1.160
66 C 1.976 1.926 0.545
67 N 0.624 1.878 0.495
68 C -4.938 1.052 1.999
69 H -4.697 -1.294 4.435
70 H -3.694 1.010 -0.711
71 H -3.991 2.576 0.086
72 H -1.782 2.274 -0.962
73 H -1.895 3.931 0.701
74 H -1.950 2.649 1.935
75 H 0.032 4.788 2.077
76 H 2.525 4.782 2.263
77 H 3.766 2.887 1.182
78 H 2.486 1.113 0.048
79 H -5.647 1.753 1.579
80 N -5.576 -1.906 0.894
81 C -4.649 -2.878 1.055
82 N -4.983 -3.956 1.780
83 N -3.479 -2.864 0.491
84 C -2.898 -1.917 -0.142
85 N -2.249 -1.124 -0.688
86 H -6.418 -1.906 1.444
87 H -5.289 -1.029 0.491
88 H -5.853 -4.016 2.277
89 H -4.283 -4.659 1.936

Entry 5:
Entry from the OMol25 dataset: C38H36N3O4ReS6 as an isolated structure at a distorted geometry (wB97M-V/def2-TZVPD).

Values from the calculation:
* charge: -1
* spin multiplicity: 2
* HOMO (spin up / spin down): -3.11 / -3.10 eV
* E_tot: -119792.913 eV
* ΔE to the lowest compared entry with this formula, charge and spin: 334.8 kJ/mol

Element x y z (Å)
1 Re -0.166 0.176 0.014
2 C 0.589 1.250 4.772
3 C 0.837 1.534 3.304
4 S -0.378 0.711 2.342
5 C 1.883 2.352 2.969
6 C 2.763 2.903 4.079
7 S 2.302 2.911 1.409
8 H -0.304 0.636 4.874
9 H 0.444 2.175 5.335
10 H 1.428 0.706 5.216
11 H 2.881 2.197 4.905
12 H 2.333 3.826 4.479
13 H 3.742 3.151 3.673
14 C -4.406 -5.492 -2.700
15 C -4.038 -4.207 -2.008
16 C -4.310 -2.971 -2.587
17 C -4.059 -1.793 -1.899
18 C -3.526 -1.841 -0.620
19 C -3.225 -3.065 -0.041
20 C -3.470 -4.239 -0.737
21 S -3.442 -0.338 0.372
22 O -4.711 0.313 0.142
23 O -3.195 -0.820 1.713
24 N -2.238 0.524 -0.234
25 C -2.602 1.911 -0.540
26 C -1.358 2.710 -0.939
27 O -1.499 3.787 -1.499
28 O -0.228 2.172 -0.629
29 H -4.525 -5.346 -3.773
30 H -5.351 -5.866 -2.301
31 H -3.648 -6.258 -2.531
32 H -4.743 -2.931 -3.580
33 H -4.297 -0.831 -2.336
34 H -2.833 -3.080 0.966
35 H -3.245 -5.195 -0.277
36 H -3.031 2.408 0.337
37 H -3.336 1.977 -1.345
38 S -0.628 -1.317 -4.377
39 C -0.840 -1.135 -2.673
40 N -0.073 -0.269 -2.090
41 C 0.760 0.371 -3.008
42 C 1.674 1.392 -2.745
43 C 2.389 1.928 -3.796
44 C 2.225 1.462 -5.102
45 C 1.327 0.451 -5.381
46 C 0.597 -0.080 -4.326
47 H -1.592 -1.718 -2.164
48 H 1.786 1.780 -1.743
49 H 3.077 2.738 -3.598
50 H 2.795 1.906 -5.908
51 H 1.181 0.084 -6.389
52 N -0.210 -1.957 0.397
53 S 0.704 -3.006 1.185
54 C 2.404 -2.468 1.270
55 C 2.739 -1.048 1.548
56 C 4.262 -0.799 1.846
57 C 5.018 -2.050 2.206
58 C 4.631 -3.261 1.801
59 C 3.302 -3.468 1.258
60 C 0.340 -2.774 2.951
61 C -0.887 -2.262 3.320
62 C -1.183 -2.132 4.671
63 C -0.260 -2.508 5.632
64 C 0.964 -3.041 5.247
65 C 1.263 -3.192 3.903
66 H -0.773 -2.489 -0.257
67 H 2.121 -0.645 2.354
68 H 4.314 -0.086 2.671
69 H 5.970 -1.903 2.702
70 H 5.251 -4.132 1.975
71 H 2.999 -4.466 0.963
72 H -1.600 -1.921 2.583
73 H -2.144 -1.724 4.958
74 H -0.483 -2.380 6.684
75 H 1.691 -3.337 5.993
76 H 2.211 -3.614 3.599
77 S 2.197 -0.122 0.025
78 C 5.066 -0.211 0.684
79 C 5.718 1.005 0.823
80 C 6.478 1.525 -0.216
81 C 6.591 0.831 -1.409
82 C 5.952 -0.395 -1.552
83 C 5.207 -0.915 -0.510
84 H 5.615 1.561 1.746
85 H 6.983 2.474 -0.087
86 H 7.172 1.236 -2.228
87 H 6.036 -0.948 -2.479
88 H 4.709 -1.869 -0.623

Question: Which value of charge does entry 2 give?
Answer: -2